No. 1
C34H38N6O6P2Sn | wB97M-V/def2-TZVPD

The geometry in XYZ format:
```
87
Properties=species:S:1:pos:R:3:forces:R:3:mulliken_charge:R:1
Sn -0.628590 -2.365311 -0.779398 0.66 0.64 1.14 0.7607
C -1.036721 2.918552 -0.859239 -0.46 -0.01 0.06 -0.5910
C -1.470320 2.318434 -1.972719 -0.18 -0.60 0.77 -0.5670
C -0.758667 1.780929 -3.195199 -0.40 -0.21 -0.77 -0.7185
C 0.338415 0.676095 -3.040485 -0.76 0.74 -0.98 1.5264
C 1.661544 1.090109 -2.485537 -0.07 0.10 0.78 -0.5308
C 1.983046 2.230080 -1.853589 -0.20 -1.10 0.05 -0.4652
C 1.210150 3.500261 -1.823846 -0.25 0.64 0.27 -0.6109
C 0.190891 3.729073 -0.675453 1.05 -0.10 -0.62 -0.5702
C 1.406830 -1.916216 0.018460 -0.47 -0.15 -0.36 -1.3627
H -1.691867 2.918278 0.014065 -0.23 0.21 -0.40 0.2970
H -2.528798 2.028177 -1.968369 0.43 -0.15 0.28 0.3347
H -0.389623 2.572796 -3.875430 -0.20 -0.49 0.19 0.4654
H -1.588549 1.276797 -3.724708 0.56 0.26 0.08 0.4010
H -0.118597 -0.161204 -2.461998 0.43 0.40 -0.06 -0.8694
H 0.495834 0.262781 -4.065413 -0.12 0.11 0.54 -0.1215
H 2.395576 0.290157 -2.536258 0.11 0.03 0.37 0.5814
H 2.884270 2.212972 -1.251337 0.36 0.13 -0.35 0.3784
H 0.640771 3.584093 -2.751339 0.35 0.36 0.22 0.0946
H 1.935945 4.324327 -1.786754 -0.16 -0.14 -0.15 0.4534
H 0.643465 3.638543 0.327355 -0.18 -0.08 -0.37 0.3632
H -0.112182 4.779200 -0.807447 -0.03 -0.14 0.37 0.3216
H 1.400031 -2.159547 1.088353 -0.05 0.01 -0.29 0.3471
H 1.574324 -0.833349 -0.093446 0.08 -0.29 -0.06 0.3399
H 2.188318 -2.492530 -0.484310 0.02 0.26 0.00 0.4181
P 1.291149 -1.164412 -7.481775 2.29 -0.83 -3.47 0.0320
P -2.058414 -0.799160 -7.425073 -1.82 1.82 -2.37 -0.2312
N 2.665534 -0.134902 -7.694464 0.49 1.03 0.60 0.4667
N 2.041436 -2.445919 -8.616396 -0.63 -0.61 0.87 0.3039
N -2.216492 0.953940 -7.562280 0.80 0.66 0.89 0.3370
N -3.676677 -1.107167 -8.121553 -0.13 -1.34 0.13 0.3109
C 0.342442 -0.383013 -8.861031 -1.12 0.34 0.12 -0.5504
C -1.081878 -0.957433 -8.989848 0.25 -0.70 -0.11 -1.2315
C 3.471244 0.265528 -6.625941 0.41 0.57 -0.88 -0.4280
C 4.489182 1.073684 -7.117252 -1.01 -0.84 -0.23 -0.6517
C 4.311539 1.163609 -8.542084 -0.94 -0.71 0.32 -0.7121
C 3.182863 0.424756 -8.871069 0.64 0.62 0.82 -0.0641
C 2.304894 -3.746829 -8.187562 0.17 0.07 -1.22 -0.4660
C 2.776112 -4.490493 -9.270240 -0.35 0.55 0.58 -0.6187
C 2.811141 -3.627774 -10.409522 -0.59 1.01 1.29 -0.6965
C 2.371114 -2.379006 -9.966317 -0.03 -0.85 -0.12 0.0341
C -1.924650 1.724103 -6.431121 -0.17 0.57 -1.04 -0.2570
C -1.901523 3.064637 -6.785977 -0.15 -0.85 -0.04 -0.3254
C -2.181372 3.138205 -8.192073 0.07 -1.41 0.26 -1.1825
C -2.337119 1.829434 -8.646245 0.22 0.62 0.56 -0.1075
C -4.498775 -0.422633 -9.025398 -0.34 -0.57 0.11 -0.0952
C -5.622994 -1.193681 -9.294457 1.07 -0.07 0.70 -0.5622
C -5.478807 -2.423072 -8.562002 1.04 0.57 0.29 -0.5892
C -4.272613 -2.355782 -7.871772 -0.84 0.96 -0.79 -0.4082
H 0.819430 -0.469632 -9.850628 -0.07 0.02 0.74 0.1977
H 0.295969 0.688045 -8.603764 -0.08 -0.20 -0.11 0.6106
H -1.605978 -0.517047 -9.857502 0.10 -0.15 0.55 0.4710
H -1.027925 -2.042365 -9.184807 0.06 0.21 -0.07 0.5476
H 3.207036 -0.050612 -5.621993 0.21 0.10 -0.20 0.3750
H 5.265043 1.534012 -6.538255 0.12 0.06 0.12 0.4244
H 4.934094 1.692932 -9.252696 -0.12 -0.04 0.18 0.4310
H 2.692502 0.320211 -9.832722 0.30 0.02 0.47 0.2737
H 2.129579 -4.016045 -7.156230 0.03 -0.07 -0.11 0.3919
H 3.047954 -5.537847 -9.252647 -0.03 0.17 0.08 0.3900
H 3.084027 -3.870497 -11.424101 0.10 0.02 0.09 0.4345
H 2.279414 -1.464764 -10.535240 0.03 -0.37 0.09 0.1380
H -1.743318 1.209985 -5.501790 -0.08 0.21 -0.13 -0.0267
H -1.716567 3.892174 -6.113167 -0.04 -0.13 -0.12 0.4812
H -2.257772 4.031426 -8.796795 0.03 -0.15 0.06 0.4386
H -2.513014 1.469192 -9.653491 0.09 0.15 0.32 0.4754
H -4.233882 0.552189 -9.414284 -0.20 -0.31 0.30 0.2648
H -6.460960 -0.906890 -9.919708 0.25 -0.03 0.11 0.4271
H -6.179582 -3.239809 -8.532675 0.03 -0.05 -0.02 0.4190
H -3.765581 -3.063369 -7.236899 -0.14 -0.05 0.10 0.3508
O -1.494866 0.165621 0.946691 0.34 -0.64 0.48 -0.5442
C -1.277367 -0.791434 1.685447 -0.20 0.21 0.02 0.6249
O -1.123374 -2.022792 1.273734 -0.35 0.44 0.33 -0.6961
C -1.140823 -0.602160 3.212784 -0.09 0.00 1.29 0.1605
C -0.957057 -1.724951 4.055648 0.01 0.30 0.23 -0.4589
C -0.726409 -1.563059 5.447146 -0.41 1.26 -1.73 -0.1766
C -0.751609 -0.307035 6.057371 0.03 -0.14 -0.51 -0.1165
C -0.999099 0.806554 5.248602 -0.02 -1.90 -1.83 -0.0233
C -1.193303 0.674103 3.838877 0.04 -0.31 0.37 -0.6159
N -0.989339 2.100025 5.859395 0.07 2.71 1.61 0.9927
O -0.810976 2.148100 7.095756 -0.34 -0.14 -2.21 -0.5868
O -1.141165 3.112817 5.153781 0.19 -1.87 0.91 -0.5926
N -0.393060 -2.716589 6.234549 0.64 -2.18 1.97 0.9954
O -0.291234 -3.818631 5.664999 -0.24 1.94 0.86 -0.5879
O -0.202155 -2.550392 7.461244 -0.41 -0.26 -2.40 -0.5868
H -1.023953 -2.734331 3.635767 0.30 0.49 0.19 0.5037
H -0.565297 -0.205054 7.118992 -0.03 0.02 -0.16 0.6019
H -1.413613 1.568204 3.248900 0.24 -0.35 0.18 0.6078
```
Positions in Å, forces in eV/Å.

Calculated values
* HOMO energy: -0.3066 Eh
* max |F|: 4.24 eV/A
* ΔE to the lowest compared entry with this formula, charge and spin: 0.150 eV

***

No. 2
C34H39AuF5N2O7PS3 | wB97M-V/def2-TZVPD

The geometry in XYZ format:
```
92
Properties=species:S:1:pos:R:3:forces:R:3:lowdin_spin:R:1
Au -0.017833 -0.541269 -0.197628 -0.08 -0.48 0.31 0.4918
F -4.650319 4.542633 0.276618 -0.17 0.16 -0.04 0.0648
C -3.677678 3.696144 0.523058 0.12 -0.11 0.00 0.1864
C -3.650992 3.041107 1.767825 0.09 -0.04 -0.02 0.0016
F -4.606114 3.315097 2.645532 -0.06 0.01 0.08 -0.0101
C -2.651607 2.162856 2.049290 -0.05 0.06 -0.14 0.1129
F -2.595696 1.551784 3.212087 0.00 -0.08 0.20 0.0325
C -1.636073 1.852519 1.074007 0.08 0.17 -0.05 0.1156
O -0.720427 1.047450 1.325606 -0.11 -0.02 -0.01 0.3143
C -1.718126 2.553317 -0.188517 -0.08 0.03 0.15 0.1673
F -0.763270 2.339748 -1.057587 0.16 -0.02 -0.21 0.0447
C -2.705346 3.466427 -0.441471 0.00 -0.01 0.13 -0.0182
F -2.767754 4.113535 -1.594418 0.01 0.06 -0.15 -0.0176
C -1.731585 -1.916236 -3.659392 0.04 -0.04 -0.02 -0.0004
C -2.605916 -2.991056 -3.048352 0.07 -0.01 0.06 0.0003
C -1.814912 -4.118074 -2.411104 0.01 0.02 -0.03 0.0000
O -3.549223 -2.485143 -2.067062 -0.12 0.04 -0.09 0.0017
P -3.458549 -1.263797 -1.053801 0.09 -0.08 0.15 0.0214
S -3.343386 0.487782 -1.868260 0.01 0.13 -0.02 0.0378
S -2.032130 -1.679473 0.375971 -0.02 -0.08 -0.03 0.2263
O -4.836092 -1.429399 -0.285953 0.04 0.05 0.04 0.0199
C -5.573337 -2.624614 0.085513 -0.07 -0.03 -0.04 0.0010
C -4.699352 -3.736379 0.629456 0.02 -0.01 0.02 0.0068
C -6.440473 -3.070768 -1.077707 0.02 0.01 0.00 0.0004
H -1.153956 -2.367345 -4.468118 0.03 -0.02 -0.01 0.0000
H -1.032131 -1.503227 -2.930964 0.02 0.02 0.02 -0.0009
H -2.326808 -1.102426 -4.067506 0.01 0.00 0.01 0.0003
H -3.260330 -3.390029 -3.826249 0.00 -0.03 0.03 0.0000
H -1.185120 -3.743634 -1.602507 0.00 -0.01 0.01 -0.0001
H -1.180135 -4.595387 -3.160615 -0.01 0.01 0.00 0.0000
H -2.488006 -4.873296 -2.004088 0.01 0.00 0.01 0.0000
H -6.216951 -2.257323 0.886807 0.01 0.00 -0.01 0.0000
H -4.023742 -4.120336 -0.133986 0.00 0.00 0.00 0.0007
H -5.344611 -4.552866 0.958203 0.00 0.00 0.01 0.0003
H -4.107048 -3.401845 1.479764 -0.01 0.01 0.01 0.0045
H -5.833214 -3.512076 -1.866645 0.00 0.01 0.00 0.0000
H -6.987230 -2.223216 -1.489581 -0.01 0.00 0.01 0.0000
H -7.160322 -3.813875 -0.730671 0.00 0.00 0.00 0.0000
O 2.170225 0.107421 0.846471 -0.01 0.13 -0.04 0.0172
S 2.299019 0.419888 2.311556 -0.02 0.01 0.02 0.0017
C 2.958696 2.108518 2.391924 -0.03 0.00 -0.05 0.0004
C 1.876936 3.123862 2.163373 0.01 -0.05 0.02 0.0014
C 1.735246 3.732502 0.922558 0.01 0.00 -0.01 0.0003
C 0.759547 4.699591 0.725219 -0.06 -0.03 -0.04 0.0012
C -0.094050 5.049463 1.761695 -0.04 -0.02 0.00 0.0054
C 0.026018 4.424666 2.997942 -0.02 0.03 -0.02 0.0011
C 1.008450 3.468852 3.196225 0.01 -0.01 -0.01 0.0001
C 3.796178 -0.460183 2.853858 0.03 -0.01 0.01 0.0014
C 5.053793 -0.055114 2.148139 0.00 -0.03 0.00 0.0001
C 5.244621 -0.370980 0.804547 0.01 0.01 0.03 0.0001
C 6.404225 0.016276 0.151648 -0.01 -0.01 -0.01 0.0000
C 7.381991 0.729747 0.830900 0.02 0.00 -0.01 0.0001
C 7.198419 1.050331 2.167964 0.00 0.00 0.01 0.0000
C 6.040080 0.657809 2.822767 0.00 0.02 -0.01 0.0001
H 3.736003 2.155730 1.628695 0.01 0.02 0.01 0.0000
H 3.414223 2.233153 3.376677 0.00 -0.06 0.01 0.0001
H 2.395408 3.452193 0.110514 -0.01 -0.01 0.00 0.0000
H 0.664508 5.176105 -0.242466 0.00 0.00 0.01 0.0000
H -0.848134 5.811876 1.609909 0.00 0.00 0.00 0.0005
H -0.635296 4.695249 3.811215 -0.01 0.00 0.00 0.0000
H 1.107005 2.989847 4.163829 0.00 0.00 0.00 0.0000
H 3.541138 -1.505511 2.671709 0.00 -0.01 0.01 0.0000
H 3.861272 -0.306573 3.933209 0.00 0.00 -0.01 0.0002
H 4.476627 -0.914490 0.274071 -0.04 -0.03 -0.03 0.0001
H 6.547293 -0.254122 -0.886791 0.00 0.01 0.00 0.0000
H 8.289521 1.026860 0.321806 0.00 0.00 0.00 0.0000
H 7.960481 1.600102 2.704941 0.00 0.00 0.00 0.0000
H 5.904234 0.901937 3.870596 0.00 0.00 0.00 0.0000
C 1.791448 -4.237635 -3.651808 -0.01 -0.01 -0.03 -0.0001
C 2.314561 -4.907534 -2.388719 0.03 -0.01 0.02 0.0002
C 2.789730 -3.944537 -1.266771 -0.02 0.01 -0.02 0.0071
C 3.484410 -4.774774 -0.179179 0.01 0.03 -0.02 0.0014
C 3.880206 -3.976510 1.054714 0.02 -0.01 0.01 0.0000
C 3.778754 -2.978468 -1.892324 0.00 0.04 -0.02 0.0002
O 4.930939 -3.262333 -2.132516 -0.05 -0.01 -0.01 -0.0001
N 3.273548 -1.744390 -2.245899 0.04 -0.07 0.08 0.0024
C 2.058499 -1.227673 -1.834233 -0.11 0.17 -0.04 0.0115
O 1.750285 -0.072059 -2.106325 0.19 -0.17 -0.04 0.0122
N 1.223695 -2.007029 -1.092067 0.14 0.35 -0.19 0.1186
C 1.535470 -3.272979 -0.684869 -0.14 -0.12 0.04 0.0095
O 0.823498 -3.898851 0.073902 0.04 0.05 -0.01 -0.0014
H 1.358051 -4.984664 -4.317748 0.01 0.01 -0.01 0.0000
H 2.587020 -3.731187 -4.200460 0.00 0.00 0.01 0.0000
H 1.015260 -3.505097 -3.427704 -0.04 0.03 0.00 -0.0001
H 3.161041 -5.552996 -2.633789 0.00 0.01 0.00 0.0002
H 1.540917 -5.534274 -1.940396 0.00 0.00 0.00 0.0000
H 4.373364 -5.214523 -0.632938 -0.01 -0.03 -0.01 0.0004
H 2.808926 -5.584123 0.097328 -0.02 0.02 0.01 0.0000
H 4.614256 -3.208026 0.805310 0.01 0.03 0.00 0.0000
H 4.334888 -4.628972 1.800984 0.00 0.01 0.00 0.0000
H 3.006580 -3.507192 1.511488 0.00 -0.01 0.00 0.0000
H 3.896044 -1.099457 -2.710675 0.01 0.01 -0.02 0.0007
```
Positions in Å, forces in eV/Å.

Calculated values
* HOMO energy (alpha / beta): -0.2892 / -0.2960 Eh
* ⟨S²⟩: 2.04
* multiplicity: 3
* max |F|: 0.58 eV/A
* ΔE to the lowest compared entry with this formula, charge and spin: 0.224 eV